The following is a DFT calculation (ωB97M-V with the def2-TZVPD basis set) of a structure of composition C18H28N2O2P2Pr at a distorted geometry.

Geometry as XYZ:
```
53
C18H28N2O2P2Pr ωB97M-V with the def2-TZVPD basis set
Pr -5.20024 -2.43592 15.20584
C -3.02490 -2.24020 11.10548
C -3.67816 -2.86354 12.34863
O -4.16555 -2.03300 13.25860
C -3.69817 -4.24414 12.45242
C -4.47379 -4.99469 13.30607
C -4.32419 -6.48048 13.32143
N -5.32232 -4.44545 14.23077
N -6.04804 -5.35794 14.92218
C -7.01899 -4.79541 15.65672
O -7.12066 -3.50216 15.69769
C -7.72025 -5.69088 16.64031
C -7.64194 -7.06203 16.57870
C -8.19196 -7.83058 17.62844
C -8.74505 -7.26206 18.76463
C -8.88278 -5.91189 18.73470
C -8.48749 -5.12559 17.62127
H -3.47582 -1.33727 10.69698
H -2.96981 -3.02980 10.33674
H -1.92902 -1.95833 11.35241
H -3.06537 -4.71234 11.71137
H -3.27426 -6.69342 13.03929
H -4.98737 -6.99098 12.59392
H -4.51418 -6.77269 14.38009
H -7.17964 -7.65651 15.83552
H -8.25767 -8.88593 17.49293
H -8.99756 -7.86138 19.65393
H -9.55079 -5.48935 19.48696
H -8.82596 -4.07698 17.64157
C -6.90283 -0.61841 19.08517
P -6.66559 -0.33015 17.28440
C -8.39691 0.07257 16.73660
C -6.11296 1.42678 17.32228
C -5.44149 1.90557 16.00752
P -4.69504 0.59264 14.98180
C -6.12290 0.25699 13.75302
C -3.58075 1.48467 13.74527
H -6.17990 -1.38440 19.42057
H -7.90052 -0.94108 19.36586
H -6.85935 0.37603 19.58669
H -9.08529 0.18132 17.63104
H -8.78094 -0.71169 16.07227
H -8.54921 0.99987 16.17026
H -5.32934 1.52762 18.12544
H -7.00950 1.98950 17.55167
H -4.62360 2.64214 16.13232
H -6.19346 2.38469 15.40045
H -6.99416 0.76515 14.05360
H -6.40055 -0.80143 13.68328
H -5.79950 0.58661 12.79300
H -3.82282 2.50851 13.57277
H -3.59306 0.99823 12.80038
H -2.56367 1.40312 14.08768
```

Summary:
2S+1 ... 3
Molar mass ... 507.3 g/mol
Calculated total energy ... -2162.1995 Ha
Highest occupied orbital energy (spin up / spin down) ... -10.263 / -10.266 eV
Energy relative to the best compared isomer or geometry (same formula, charge and spin) ... 21.8 kcal/mol
Charge ... +1
⟨S²⟩ ... 2.003
F_max ... 3.17 eV/Å


The following is a DFT calculation (ωB97M-V with the def2-TZVPD basis set) of a cluster of 7 separate species, C14H42O7 in total at a distorted geometry.

Geometry as XYZ:
```
63
C14H42O7 ωB97M-V with the def2-TZVPD basis set
C 0.35311 2.88675 2.03848
C 1.48408 3.63971 1.27707
O 2.71939 3.13371 1.81612
H 0.59762 2.90286 3.10058
H 0.16486 1.87613 1.67613
H -0.58360 3.42811 1.90577
H 1.36503 4.71612 1.40070
H 1.47532 3.49957 0.19615
H 2.71357 2.17531 1.87122
C -0.05177 -4.26620 -3.39871
C 1.19773 -3.47694 -3.36144
O 2.19480 -4.38677 -3.49974
H -0.58115 -4.16414 -4.34604
H -0.73518 -3.78309 -2.70038
H -0.03012 -5.28473 -3.01109
H 1.34873 -3.00594 -2.39012
H 1.20465 -2.65883 -4.08168
H 3.02170 -3.97474 -3.76065
C 2.04669 -4.15203 0.87422
C 0.74664 -3.57874 0.33921
O 0.06525 -3.01038 1.42853
H 1.96375 -4.73535 1.79126
H 2.72284 -3.31680 1.05669
H 2.63754 -4.75053 0.18082
H 0.25695 -4.34571 -0.26085
H 1.00369 -2.73398 -0.29986
H -0.29670 -3.77973 1.87429
C 2.33962 0.27220 3.74633
C 3.07163 -0.29191 2.54202
O 2.73601 0.40717 1.36439
H 2.44032 -0.37540 4.61729
H 1.26585 0.39400 3.60386
H 2.81205 1.22337 3.99162
H 2.69745 -1.31181 2.45316
H 4.15663 -0.24012 2.63249
H 1.90757 0.08986 0.99753
C -3.63963 0.82492 3.20755
C -3.27604 0.41155 1.76293
O -4.50678 0.25674 1.10559
H -2.60730 1.00632 3.50667
H -4.10681 -0.02291 3.70857
H -4.23913 1.71347 3.40547
H -2.72400 -0.52585 1.83097
H -2.63267 1.15236 1.28818
H -5.04667 -0.40563 1.54305
C -1.10344 3.67839 -2.84704
C -1.96374 4.26242 -4.00062
O -2.11750 5.62056 -3.81503
H -0.27354 4.35129 -2.63122
H -0.71417 2.73088 -3.21959
H -1.64544 3.56217 -1.90851
H -2.88980 3.72956 -4.21643
H -1.37445 4.26562 -4.91759
H -1.34527 6.08749 -3.48757
C -1.41345 -0.36490 -1.42076
C -0.16762 0.21787 -0.81208
O 0.36729 -0.36224 0.42056
H -1.89329 0.35959 -2.07876
H -2.14295 -0.72672 -0.69619
H -1.12595 -1.23373 -2.01285
H -0.40387 1.25785 -0.58687
H 0.63075 0.27566 -1.55192
H -0.07711 -1.14344 0.75796
```

Summary:
SMILES ... CCO.CCO.CCO.CCO.CCO.CCO.CCO
Molar mass ... 322.5 g/mol
Calculated total energy ... -1085.1435 Ha
Highest occupied orbital energy ... -9.355 eV
Energy relative to the best compared isomer or geometry (same formula, charge and spin) ... 74.2 kcal/mol
F_max ... 3.22 eV/Å


The following is a DFT calculation (ωB97M-V with the def2-TZVPD basis set) of a structure of composition H2NO2P at a distorted geometry.

Geometry as XYZ:
```
6
H2NO2P ωB97M-V with the def2-TZVPD basis set
N 0.02349 0.53798 0.35827
O -0.15837 1.32443 -2.00945
O -0.15137 -0.69948 -0.22676
P -0.62201 -0.00814 -2.33319
H 0.59011 1.04422 -0.34809
H -0.79504 -1.16298 0.36771
```

Summary:
Molar mass ... 79.0 g/mol
Calculated total energy ... -547.6371 Ha
Highest occupied orbital energy (spin up / spin down) ... -10.120 / -7.118 eV
Energy relative to the best compared isomer or geometry (same formula, charge and spin) ... 110.7 kcal/mol
F_max ... 2.93 eV/Å


The following is a DFT calculation (ωB97M-V with the def2-TZVPD basis set) of a structure of composition C13H26O16Tl at a distorted geometry.

Geometry as XYZ:
```
56
C13H26O16Tl ωB97M-V with the def2-TZVPD basis set
Tl 0.72835 0.97795 1.26683
O -1.09990 -0.48390 2.63515
H -1.78903 -0.71059 3.28186
O 5.39711 1.71508 0.86402
C 4.18084 1.27156 1.15706
O 3.37295 2.00091 1.81669
O 3.75348 0.16600 0.80465
H 5.51200 2.55705 1.33917
C 3.49185 1.09519 -2.65786
O 2.69959 0.05315 -3.17308
C 1.78980 -0.49338 -2.42087
O 1.41491 -0.10591 -1.34164
O 1.27606 -1.53617 -3.07318
C 0.41597 -2.40035 -2.35707
H 4.35620 1.24864 -3.29973
H 3.91364 0.88281 -1.67295
H 2.97923 2.05508 -2.57575
H -0.30820 -2.81925 -3.05573
H -0.07029 -1.91953 -1.50965
H 0.95186 -3.29494 -2.02534
C -3.36111 -1.58937 -0.17313
O -3.12235 -0.95268 -1.41963
C -2.13717 -0.08001 -1.56854
O -1.39830 0.33921 -0.70280
O -2.14541 0.29638 -2.83384
C -1.19771 1.23296 -3.30981
H -3.02914 -2.61606 -0.12933
H -4.45378 -1.59615 -0.12978
H -3.07459 -0.96618 0.67178
H -1.77076 1.93370 -3.91173
H -0.39041 0.72059 -3.83529
H -0.66805 1.81677 -2.55166
C -1.51434 5.16700 2.63856
O -2.74990 4.50242 2.40877
C -2.65780 3.24128 2.00915
O -1.59684 2.67698 1.79017
O -3.85597 2.75024 1.87409
C -4.01865 1.42731 1.36613
H -0.99744 5.40115 1.70564
H -0.82224 4.54632 3.20455
H -1.60018 6.12414 3.14463
H -4.09283 0.69988 2.17503
H -3.18253 1.12564 0.73630
H -4.94788 1.48420 0.80445
C -0.75347 -3.75538 1.92166
O 0.34376 -3.98285 1.06043
C 1.26324 -3.04538 0.93159
O 1.19655 -1.93075 1.37122
O 2.29508 -3.60548 0.34707
C 3.41880 -2.77155 0.05051
H -1.10240 -2.72631 1.84502
H -0.38958 -3.94652 2.93557
H -1.53592 -4.47111 1.68348
H 4.17652 -3.36966 -0.44575
H 3.81340 -2.34805 0.97210
H 3.09303 -1.99210 -0.63919
```

Summary:
Molar mass ... 642.7 g/mol
Calculated total energy ... -1886.8464 Ha
Highest occupied orbital energy ... -12.629 eV
Energy relative to the best compared isomer or geometry (same formula, charge and spin) ... 19.1 kcal/mol
Charge ... +1
F_max ... 1.85 eV/Å


The following is a DFT calculation (ωB97M-V with the def2-TZVPD basis set) of a structure of composition C24H44CoN3OP2 at a distorted geometry.

Geometry as XYZ:
```
75
C24H44CoN3OP2 ωB97M-V with the def2-TZVPD basis set
Co 0.00000 0.00000 0.00000
P 0.21230 -2.22670 -0.32180
P 0.21230 2.24950 -0.04080
N 1.88390 0.05530 -0.88130
C 1.85560 -2.36140 -1.18130
H 2.36280 -3.32380 -0.99260
H 1.66160 -2.27450 -2.26570
C 2.67280 -1.15260 -0.71770
H 3.01480 -1.32170 0.33770
H 3.60510 -1.08850 -1.32450
C 2.67280 1.23320 -0.56790
H 3.60510 1.24540 -1.17800
H 3.01480 1.26890 0.50030
C 1.85560 2.49060 -0.87670
H 1.66150 2.53990 -1.96340
H 2.36280 3.42190 -0.56920
C 0.42340 3.09800 1.62060
C -0.70450 2.75780 2.60980
H -0.42580 3.10440 3.62130
H -0.89330 1.67490 2.65950
H -1.64910 3.25500 2.33300
C -1.00040 3.21600 -1.10940
C -2.39180 3.31140 -0.46140
H -3.13080 3.66060 -1.20530
H -2.39180 4.03880 0.36900
H -2.73270 2.34070 -0.06660
C -1.00040 -3.05200 -1.50290
C -2.39180 -3.22780 -0.87190
H -3.13080 -3.48120 -1.65360
H -2.73270 -2.31400 -0.35880
H -2.39180 -4.05330 -0.13890
C 0.42340 -3.27630 1.22040
C -0.70450 -3.06250 2.24440
H -0.42580 -3.53300 3.20460
H -1.64910 -3.52130 1.90760
H -0.89330 -1.99440 2.42920
C -1.65760 -0.04070 0.64860
C -0.51660 4.58120 -1.62660
H -0.47890 5.33350 -0.82290
H 0.48280 4.52250 -2.08880
H -1.21900 4.95270 -2.39570
C -0.51660 -4.34180 -2.18680
H -1.21900 -4.61420 -2.99630
H 0.48280 -4.22580 -2.63800
H -0.47890 -5.18880 -1.48340
C 0.68930 -4.77060 0.98240
H 1.02970 -5.24160 1.92250
H -0.22910 -5.29440 0.66640
H 1.46650 -4.94660 0.21950
C 0.68930 4.61020 1.57120
H -0.22910 5.16940 1.32320
H 1.02970 4.96010 2.56300
H 1.46650 4.88030 0.83630
H 1.34320 2.59530 1.98070
H 1.34320 -2.82260 1.64060
H -1.07960 2.53660 -1.98120
H -1.07960 -2.26890 -2.28290
O -2.72990 -0.07140 1.13780
H -0.36880 -0.10500 -3.08320
H -1.08010 0.09350 -2.76690
N 2.12560 -1.26890 3.25610
C 1.53510 -0.78390 2.16600
N 0.91970 0.27100 2.14230
C 1.39330 0.75920 3.44500
C 1.55490 1.97630 4.23570
C 2.08350 1.98330 5.54180
C 2.54990 0.82010 6.13180
C 2.55860 -0.33760 5.38390
C 2.01640 -0.30230 4.10020
H 2.62810 -2.17700 3.38010
H 1.44970 -1.08060 1.29490
H 1.41420 2.99020 3.96230
H 2.16290 2.91480 6.09060
H 2.96880 0.83610 7.12960
H 3.00570 -1.24170 5.77840
```

Summary:
2S+1 ... 4
Molar mass ... 511.5 g/mol
Calculated total energy ... -3245.4872 Ha
Highest occupied orbital energy (spin up / spin down) ... -9.239 / -11.273 eV
Energy relative to the best compared isomer or geometry (same formula, charge and spin) ... 54.3 kcal/mol
Charge ... +1
⟨S²⟩ ... 3.794
F_max ... 8.78 eV/Å


The following is a DFT calculation (ωB97M-V with the def2-TZVPD basis set) of an isolated molecule of C4H8N2O2 at a distorted geometry.

Geometry as XYZ:
```
16
C4H8N2O2 ωB97M-V with the def2-TZVPD basis set
C -1.60548 -1.12342 -0.61477
N -0.75674 -0.41030 0.32005
C -0.59364 0.97656 0.15364
O -1.38082 1.88114 0.79415
C 0.67240 0.94154 -0.30777
O 1.65979 1.80957 -0.65043
N 0.82254 -0.45690 -0.30540
C 1.65308 -1.07171 0.71093
H -2.64245 -0.89708 -0.35587
H -1.40842 -0.85328 -1.65821
H -1.44666 -2.19284 -0.48189
H -1.92586 2.39574 0.18904
H 1.31387 2.70922 -0.64606
H 1.47784 -2.14680 0.70771
H 2.69329 -0.89060 0.43134
H 1.46725 -0.67083 1.71356
```

Summary:
SMILES ... Cn1c(O)c(O)n1C
Molar mass ... 116.1 g/mol
Calculated total energy ... -417.0761 Ha
Highest occupied orbital energy ... -7.598 eV
Energy relative to the best compared isomer or geometry (same formula, charge and spin) ... 112.9 kcal/mol
F_max ... 3.17 eV/Å